(1)
# C33H32F12NO3OsSe

C33H32F12NO3OsSe as an isolated structure (ωB97M-V/def2-TZVPD, OMol25).

Charge: -1
Frontier orbital gap (spin up / spin down) in Eh: 0.25196 / 0.25096

Structure (XYZ):
```
83
C33H32F12NO3OsSe, DFT ωB97M-V/def2-TZVPD
Os 0.67906 -0.17260 -0.00028
C -4.35719 3.06227 -3.42272
C -3.32953 2.60887 -2.41998
C -3.65511 2.39830 -1.08663
C -2.69438 1.97830 -0.18885
C -1.37183 1.75863 -0.58120
N -0.43266 1.34408 0.40429
C -0.54711 1.92305 1.68473
C -0.66490 3.31587 1.75760
C -0.77162 3.96939 2.96474
C -0.76305 3.24949 4.15759
C -0.88376 3.94117 5.48960
C -0.62974 1.87499 4.07972
C -0.50121 1.18589 2.86999
C -0.45925 -0.35305 2.87552
O 0.07940 -0.98306 1.80611
C -1.94416 -0.83942 2.97056
F -2.02033 -2.16737 3.15052
F -2.67105 -0.26884 3.95088
F -2.57461 -0.55681 1.81680
C 0.31075 -0.89272 4.13810
F 0.70658 -2.15113 3.96078
F 1.40479 -0.16404 4.40133
F -0.43982 -0.88796 5.27161
C -1.03684 1.91884 -1.93795
C -2.02361 2.35764 -2.81588
C 0.39490 1.61114 -2.41579
O 0.91269 0.46206 -1.89422
C 0.46214 1.34908 -3.95323
F -0.48114 0.46890 -4.32984
F 1.63600 0.83319 -4.31361
F 0.28242 2.46414 -4.69937
C 1.26871 2.87789 -2.12085
F 2.44272 2.85519 -2.76790
F 0.63468 4.01113 -2.50126
F 1.52845 3.00671 -0.81909
H -5.25801 3.42107 -2.92446
H -4.64726 2.24508 -4.08717
H -3.97002 3.86867 -4.04750
H -4.67188 2.55773 -0.74523
H -2.95772 1.80988 0.84695
H -0.66767 3.87862 0.83228
H -0.86021 5.05022 2.98263
H -1.53701 4.81210 5.42126
H 0.08943 4.28748 5.84674
H -1.29024 3.26767 6.24419
H -0.62848 1.31523 5.00467
H -1.77467 2.52614 -3.85387
C 6.87269 3.55847 -1.88710
C 5.76874 2.80403 -1.19568
C 5.03535 3.38030 -0.17506
C 4.04469 2.67763 0.51117
C 3.26536 3.43565 1.55797
C 3.79399 1.34538 0.16685
Se 2.57997 0.30951 1.25339
C 4.50484 0.74963 -0.89091
C 4.23916 -0.65831 -1.34087
C 5.47720 1.49117 -1.54797
H 6.78575 4.63172 -1.71596
H 6.85978 3.38066 -2.96359
H 7.84970 3.23945 -1.51546
H 5.22202 4.41521 0.09763
H 3.94184 3.94738 2.24537
H 2.60552 2.79135 2.13321
H 2.64580 4.19404 1.07340
H 3.23662 -0.75070 -1.75788
H 4.29208 -1.36085 -0.50710
H 4.95935 -0.95180 -2.10571
H 6.02168 1.02757 -2.36474
C 0.50657 -3.44225 -2.29535
C 0.19271 -3.05561 -0.84959
C -1.26867 -2.62235 -0.73521
C 0.46195 -4.22137 0.10135
O 1.05956 -2.00120 -0.49787
H -0.16422 -4.23154 -2.64542
H 1.53639 -3.79500 -2.37412
H 0.39585 -2.56855 -2.94055
H -1.92943 -3.41696 -1.08820
H -1.45231 -1.73434 -1.35209
H -1.51681 -2.38252 0.29819
H -0.27975 -5.01471 -0.02534
H 0.41895 -3.85633 1.12816
H 1.45493 -4.63717 -0.07913
```

(2)
# C12H6AgF6N4PSe

C12H6AgF6N4PSe as an isolated structure at a distorted geometry (ωB97M-V/def2-TZVPD, OMol25).

Charge: +1
Frontier orbital gap (spin up / spin down) in Eh: 0.29630 / 0.20797
Spin multiplicity: 2

Structure (XYZ):
```
31
C12H6AgF6N4PSe, DFT ωB97M-V/def2-TZVPD
Ag 2.03715 -0.14875 0.06481
Se -5.71535 -0.01115 0.01961
N -4.53025 -1.29315 0.02741
C -3.31585 -0.77415 0.02941
C -2.09705 -1.53515 0.02801
C -2.06235 -2.93535 0.01851
C -0.84085 -3.57325 0.01251
C 0.32755 -2.80735 0.02311
N 0.30845 -1.48595 0.03781
C -0.87375 -0.83115 0.03521
C -0.85105 0.61105 0.03481
N 0.34675 1.22475 0.03851
C 0.43915 2.54045 0.02481
C -0.69585 3.35355 0.01781
C -1.94155 2.76515 0.02171
C -2.04145 1.36795 0.02701
C -3.28875 0.65855 0.02671
N -4.48025 1.22675 0.02141
H -2.99375 -3.48255 0.01471
H -0.76985 -4.64935 0.00191
H 1.30255 -3.28245 0.01891
H 1.43915 2.96265 0.01711
H -0.57455 4.42425 0.01121
H -2.84765 3.35235 0.02111
F 3.55685 1.41265 -0.20299
P 4.94825 0.33585 -0.08509
F 6.04995 -0.75765 0.05141
F 5.63975 1.40905 0.81711
F 3.96775 -0.75235 -0.96749
F 4.11385 -0.26125 1.23881
F 5.44295 0.93585 -1.44599
```

(3)
# CHClOS2

A 2-piece molecular cluster, CHClOS2 overall at a distorted geometry (ωB97M-V/def2-TZVPD, OMol25).

Charge: 0
Frontier orbital gap (spin up / spin down) in Eh: 0.27195 / 0.27182

Structure (XYZ):
```
6
CHClOS2, DFT ωB97M-V/def2-TZVPD
C 1.43708 -0.27244 -0.41491
O 1.47688 0.03586 -1.53701
S -2.04010 0.63186 -0.12865
S -0.35780 0.74450 0.94048
Cl 2.47481 -1.04166 0.63804
H -2.99088 -0.09812 0.50205
```

(4)
# C33H40AsBrN7O2Ru

C33H40AsBrN7O2Ru as an isolated structure at a distorted geometry (ωB97M-V/def2-TZVPD, OMol25).

Charge: +3
Frontier orbital gap (spin up / spin down) in Eh: 0.18600 / 0.04535
Spin multiplicity: 5

Structure (XYZ):
```
85
C33H40AsBrN7O2Ru, DFT ωB97M-V/def2-TZVPD
Ru 0.14171 0.53539 -0.08422
O -0.69825 -0.00823 -4.20013
C 0.35625 -0.58368 -4.65822
C 0.31168 -1.06699 -6.00985
C 1.40242 -1.68286 -6.53411
C 2.56195 -1.82829 -5.73896
C 2.61248 -1.34427 -4.40667
C 1.53664 -0.73233 -3.83703
C 1.58333 -0.15513 -2.43016
O 0.34871 0.40468 -2.06218
N 1.92971 -1.20784 -1.45232
N 1.82235 -0.63635 -0.18153
C 2.63204 -0.90432 0.78320
C 2.46966 -0.33258 2.08212
Br 0.94527 0.85573 2.26912
C 3.23020 -0.52404 3.18321
C 4.48320 -1.24042 3.27706
C 4.75964 -1.90891 4.47860
C 5.93109 -2.62825 4.61875
C 6.85669 -2.65149 3.58290
C 6.61796 -1.94732 2.40650
C 5.43819 -1.24726 2.24852
H -0.49727 0.28689 -3.23865
H -0.60158 -0.91518 -6.56979
H 1.39344 -2.05292 -7.54985
H 3.43661 -2.30952 -6.15650
H 3.54135 -1.45122 -3.86050
H 2.34343 0.64281 -2.41430
H 2.85276 -1.60648 -1.60684
H 3.45384 -1.60352 0.64623
H 2.86000 -0.10702 4.11602
H 4.04632 -1.87221 5.29270
H 6.13427 -3.15437 5.54108
H 7.78395 -3.19529 3.70351
H 7.36879 -1.92565 1.62862
H 5.29536 -0.63581 1.36567
C -2.53298 -0.47154 2.32600
C -2.24415 -1.34319 1.15756
N -1.32102 -1.13213 0.22866
C -1.35087 -2.21929 -0.63184
C -2.30893 -3.07810 -0.21458
N -2.87092 -2.51234 0.91152
C -3.93421 -3.08899 1.73437
N -5.22539 -2.58745 1.37838
N -5.68725 -1.44694 2.02256
N -6.83700 -1.16721 1.59902
C -7.21787 -2.11046 0.65450
C -8.40479 -2.25006 -0.04980
C -8.49720 -3.33977 -0.90733
C -7.43825 -4.26219 -1.05175
C -6.26160 -4.13231 -0.35500
C -6.16888 -3.02701 0.51102
H -2.07930 0.50485 2.17084
H -2.11222 -0.89620 3.24056
H -3.60495 -0.34285 2.47999
H -0.67244 -2.30543 -1.46212
H -2.62622 -4.03449 -0.59317
H -3.76269 -2.82421 2.77534
H -3.91394 -4.17242 1.63573
H -9.22421 -1.55498 0.07102
H -9.40869 -3.49011 -1.46973
H -7.56576 -5.09947 -1.72438
H -5.46132 -4.85378 -0.45951
C -0.80875 4.43877 1.52287
C -1.91199 3.41640 1.27085
As -1.60382 2.29720 -0.29210
C -3.35767 1.55343 -0.71892
C -4.36894 2.60633 -1.15816
C -1.21311 3.50940 -1.76435
C 0.25896 3.89410 -1.87534
H -1.00124 4.97117 2.45330
H -0.76356 5.18210 0.72784
H 0.17589 3.97233 1.60603
H -2.87658 3.90476 1.12694
H -2.02214 2.74304 2.12354
H -3.69518 1.02536 0.17568
H -3.19824 0.79896 -1.49280
H -4.55249 3.34832 -0.38166
H -5.32251 2.12767 -1.38062
H -4.04857 3.12973 -2.05854
H -1.85040 4.38509 -1.63188
H -1.55392 3.00173 -2.66959
H 0.59272 4.48534 -1.02420
H 0.42237 4.49124 -2.77196
H 0.89606 3.00968 -1.94512
```

| no. | DFT total energy (a.u.) |
| --- | --- |
| 1 | -5247.8680 |
| 2 | -4168.8136 |
| 3 | -1370.4450 |
| 4 | -6718.8611 |